Entry 1:
The following is a DFT calculation (the ωB97M-V functional and the def2-TZVPD basis) of a structure of composition C17H32Cl12NO.

XYZ file:
```
63
Properties=species:S:1:pos:R:3:nbo_charge:R:1
C -0.41 1.60 -2.87 -0.60
C 0.29 1.97 -1.48 0.12
C 1.17 0.81 -1.21 -0.44
C 2.20 1.08 -0.16 -0.42
C 2.99 2.39 -0.43 -0.39
C 2.11 3.61 -0.52 0.09
N 1.03 3.30 -1.49 -0.05
O 0.20 4.43 -1.99 -0.36
C 1.61 3.97 0.87 -0.62
C 3.04 4.79 -0.92 -0.63
C -0.83 2.00 -0.41 -0.62
H -1.26 2.25 -3.10 0.23
H -0.71 0.55 -2.92 0.21
H 0.34 1.54 -3.66 0.21
H 0.65 -0.04 -0.77 0.19
H 1.75 0.55 -2.10 0.21
H 2.96 0.29 -0.14 0.21
H 1.58 1.17 0.73 0.20
H 3.50 2.24 -1.38 0.21
H 3.80 2.59 0.27 0.22
H 0.82 4.72 0.82 0.24
H 1.09 3.07 1.21 0.19
H 2.46 4.08 1.55 0.22
H 2.41 5.66 -1.08 0.24
H 3.96 4.99 -0.38 0.22
H 3.49 4.68 -1.91 0.21
H -1.68 1.41 -0.75 0.23
H -1.25 2.98 -0.17 0.23
H -0.54 1.64 0.58 0.18
Cl -3.69 -1.14 -1.41 -0.03
C -4.86 -0.40 -0.22 -0.39
C -4.60 -0.82 1.26 -0.45
Cl -4.59 -2.57 1.41 -0.02
H -5.86 -0.64 -0.59 0.24
H -4.82 0.68 -0.27 0.23
H -5.33 -0.33 1.90 0.23
H -3.64 -0.43 1.61 0.25
Cl -0.80 -5.18 -0.40 -0.07
C -1.71 -4.20 0.79 -0.40
C -2.46 -3.13 0.03 -0.43
Cl -3.92 -3.77 -0.86 -0.07
H -0.91 -3.74 1.39 0.18
H -2.30 -4.84 1.44 0.23
H -1.79 -2.63 -0.66 0.19
H -2.74 -2.26 0.63 0.24
Cl -1.10 -0.83 3.53 -0.06
C -0.29 -1.39 2.05 -0.42
C -0.56 -0.61 0.76 -0.38
Cl -2.30 -0.55 0.38 0.02
H -0.61 -2.42 1.92 0.20
H 0.77 -1.45 2.27 0.23
H -0.01 -0.81 -0.16 0.14
H -0.20 0.39 0.98 0.24
C 1.36 -4.56 2.05 -0.25
Cl 0.79 -3.16 1.07 0.04
Cl 3.16 -4.41 2.44 -0.03
Cl 0.97 -6.16 1.36 0.04
H 0.97 -4.55 3.07 0.22
C 2.91 -1.63 -0.75 -0.31
Cl 1.16 -1.54 -0.64 0.14
Cl 3.59 -0.52 -1.90 0.07
Cl 3.49 -3.32 -0.96 0.03
H 3.16 -1.42 0.29 0.23
```

Properties
- HOMO level (spin up / spin down) (eV) = -9.031 / -9.147
- LUMO (spin up / spin down) (hartree) = -0.002 / -0.015
- M (g mol⁻¹) = 691.9
- spin multiplicity = 2
- energy above the lowest of the compared OMol25 structures with the same formula, charge and spin (kJ/mol) = 1726.7

Entry 2:
The following is a DFT calculation (the ωB97M-V functional and the def2-TZVPD basis) of a structure of composition C17H32Cl2O2P2Pb.

XYZ file:
```
56
Properties=species:S:1:pos:R:3:nbo_charge:R:1
P 1.28 -2.17 -1.87 0.77
P 0.26 1.94 -1.38 1.62
C 0.62 -0.60 -2.63 -0.73
C 1.29 0.67 -2.14 -0.77
H -0.47 -0.58 -2.50 0.21
H 0.81 -0.73 -3.70 0.26
H 2.14 0.48 -1.45 0.27
H 1.70 1.20 -3.01 0.29
C -0.57 2.77 -2.80 -0.97
H -1.17 3.64 -2.45 0.28
H -1.26 2.02 -3.26 0.26
H 0.16 3.10 -3.57 0.29
C 1.38 2.92 -0.33 -0.99
H 1.60 3.90 -0.81 0.30
H 2.35 2.40 -0.18 0.29
H 0.95 3.12 0.67 0.31
C -0.02 -3.26 -2.72 -0.91
H -0.25 -4.09 -2.03 0.25
H 0.37 -3.67 -3.67 0.25
H -0.93 -2.68 -2.94 0.21
C 2.59 -2.59 -3.13 -0.92
H 3.24 -1.71 -3.29 0.23
H 2.18 -2.92 -4.11 0.24
H 3.20 -3.41 -2.72 0.26
Pb 3.09 0.06 2.29 1.26
C -1.32 1.37 -0.41 -0.68
C -2.60 1.04 -0.96 0.40
C -3.57 0.03 -0.46 -0.57
C -3.60 -0.35 1.09 -0.42
C -2.93 -1.63 1.52 -0.20
C -1.63 -1.92 1.34 -0.15
C -0.78 -1.20 0.32 -0.50
C -0.66 0.28 0.64 -0.41
C 2.22 -1.67 3.24 -1.21
H -1.46 2.30 0.19 0.38
H -3.06 1.83 -1.57 0.23
H -3.43 -0.89 -1.05 0.34
H -4.60 0.35 -0.76 0.29
H -3.10 0.47 1.64 0.24
H -4.67 -0.41 1.36 0.27
H -3.60 -2.40 1.93 0.25
H -1.17 -2.75 1.88 0.24
H -1.15 -1.33 -0.70 0.20
H 0.23 -1.68 0.33 0.26
H -1.06 0.45 1.67 0.29
H 0.42 0.53 0.72 0.23
H 2.94 -2.04 3.98 0.26
H 2.13 -2.32 2.35 0.21
H 1.25 -1.39 3.67 0.25
Cl 2.90 0.66 5.34 -0.02
C 1.87 2.15 4.98 -0.28
Cl 2.90 3.46 4.30 0.00
C 0.77 1.69 3.98 0.75
O -0.38 1.75 4.42 -0.59
O 1.14 1.26 2.81 -0.89
H 1.46 2.52 5.93 0.27
```

Properties
- HOMO level (eV) = -13.839
- LUMO (hartree) = -0.355
- total charge = +2
- M (g mol⁻¹) = 608.5
- energy above the lowest of the compared OMol25 structures with the same formula, charge and spin (kJ/mol) = 24.4

Entry 3:
The following is a DFT calculation (the ωB97M-V functional and the def2-TZVPD basis) of a cluster of 8 separate species, C17H32F15N3O11S in total.

XYZ file:
```
79
Properties=species:S:1:pos:R:3:lowdin_charge:R:1
N 2.35 -4.66 -3.33 0.33
H 1.67 -4.05 -2.90 0.03
H 1.94 -5.46 -3.78 0.16
H 3.04 -4.85 -2.62 0.16
H 2.75 -4.10 -4.07 0.14
N -0.32 0.70 -4.50 0.33
H -0.06 0.44 -3.57 0.03
H -0.67 1.65 -4.59 0.16
H -0.98 0.01 -4.82 0.16
H 0.49 0.47 -5.06 0.13
N 3.48 -0.43 -4.15 0.32
H 3.66 -1.34 -4.55 0.14
H 3.03 -0.55 -3.25 0.02
H 2.84 -0.26 -4.91 0.14
H 4.32 0.13 -4.08 0.14
C 0.66 -1.36 0.24 -0.71
F 0.61 -0.16 0.70 0.22
F 1.60 -2.03 0.86 0.18
F -0.43 -1.99 0.56 0.18
S 0.98 -1.49 -1.68 0.68
O 2.29 -0.92 -1.91 -0.34
O 0.92 -2.92 -2.08 -0.32
O -0.01 -0.57 -2.34 -0.36
C 2.91 5.04 -0.53 -0.05
C 4.10 4.85 -1.47 -0.20
O 4.69 3.62 -1.19 0.02
C 4.04 2.48 -1.53 -0.32
O 2.90 2.40 -1.94 0.11
C 4.91 1.17 -1.10 -0.44
F 5.03 0.38 -2.16 0.13
F 6.05 1.56 -0.51 0.19
F 4.15 0.40 -0.21 0.11
H 2.26 5.91 -0.53 0.09
H 3.30 4.95 0.49 0.09
H 2.25 4.17 -0.56 0.05
H 4.83 5.66 -1.51 0.14
H 3.62 4.81 -2.45 0.12
C -5.14 -1.19 0.69 -0.04
C -5.46 -2.70 1.16 -0.13
O -4.20 -3.40 1.01 -0.02
C -3.79 -3.71 -0.27 -0.31
O -4.28 -3.43 -1.36 0.13
C -2.61 -4.75 -0.26 -0.56
F -1.88 -4.52 -1.31 0.15
F -1.74 -4.48 0.73 0.14
F -3.07 -6.00 -0.35 0.20
H -4.50 -1.06 -0.18 0.06
H -4.64 -0.82 1.58 0.06
H -6.05 -0.59 0.60 0.08
H -6.15 -3.20 0.48 0.12
H -5.78 -2.74 2.20 0.13
C -1.74 -2.54 3.84 -0.02
C -0.75 -1.41 3.79 -0.33
O -0.25 -1.18 4.99 0.02
C 0.78 -2.01 5.48 -0.26
O 1.50 -2.67 4.72 0.15
C 1.04 -1.79 6.93 -0.50
F 0.30 -0.77 7.51 0.14
F 0.71 -2.95 7.57 0.15
F 2.32 -1.48 7.07 0.19
H -1.45 -3.49 4.29 0.10
H -1.97 -2.74 2.79 0.05
H -2.66 -2.08 4.21 0.09
H -1.16 -0.49 3.38 0.14
H 0.07 -1.61 3.10 0.09
C -2.09 2.09 -0.42 -0.04
C -0.94 3.08 -0.01 -0.20
O -1.50 3.96 0.93 0.01
C -1.87 5.21 0.57 -0.31
O -1.57 5.71 -0.52 0.12
C -2.56 5.97 1.70 -0.55
F -1.70 6.91 2.07 0.20
F -3.79 6.44 1.30 0.14
F -2.83 5.23 2.75 0.19
H -2.46 1.63 0.49 0.07
H -1.67 1.24 -0.95 0.04
H -2.94 2.54 -0.95 0.08
H -0.53 3.53 -0.92 0.11
H -0.18 2.56 0.58 0.12
```

Properties
- HOMO level (eV) = -14.368
- LUMO (hartree) = -0.267
- total charge = +2
- M (g mol⁻¹) = 771.5
- energy above the lowest of the compared OMol25 structures with the same formula, charge and spin (kJ/mol) = 217.9

Entry 4:
The following is a DFT calculation (the ωB97M-V functional and the def2-TZVPD basis) of a structure of composition C17H32IrNO12P3.

XYZ file:
```
66
Properties=species:S:1:pos:R:3:nbo_charge:R:1
Ir 0.00 0.02 -0.11 1.38
C -0.02 6.91 -0.03 -0.26
O 1.35 6.50 0.04 -0.47
C 1.62 5.20 -0.04 0.40
C 3.00 4.87 0.08 -0.29
C 3.37 3.57 0.06 -0.11
C 2.42 2.52 -0.09 -0.36
C 2.82 1.17 -0.07 0.61
C 4.22 0.78 0.32 -0.70
O 2.04 0.21 -0.36 -0.67
C 1.05 2.85 -0.30 0.56
O 0.11 2.00 -0.55 -0.69
C 0.68 4.21 -0.23 -0.40
H -0.01 7.99 0.09 0.21
H -0.60 6.46 0.77 0.18
H -0.45 6.65 -1.00 0.19
H 3.72 5.66 0.18 0.24
H 4.42 3.33 0.14 0.22
H 4.54 1.32 1.21 0.24
H 4.91 1.01 -0.49 0.25
H 4.24 -0.29 0.51 0.24
H -0.37 4.42 -0.34 0.24
N -3.28 2.35 2.72 -0.72
C -2.62 0.99 2.61 -0.64
C -3.08 0.08 3.74 -0.62
P -3.19 0.39 0.94 2.40
O -3.59 -1.15 1.18 -1.01
O -4.38 1.23 0.65 -1.12
O -2.04 0.39 -0.05 -1.09
P -0.83 1.40 2.58 2.38
O -0.53 1.35 4.16 -0.99
O -0.75 2.78 2.06 -1.12
O 0.03 0.29 1.95 -1.03
H -4.04 2.34 2.00 0.48
H -2.54 3.03 2.44 0.48
H -3.61 2.56 3.65 0.43
H -4.16 -0.08 3.70 0.23
H -2.81 0.51 4.71 0.23
H -2.59 -0.89 3.65 0.25
H -4.54 -1.26 1.06 0.52
H 0.40 1.51 4.36 0.52
C -1.79 -5.13 1.27 -0.64
C -1.67 -4.52 -0.11 -0.06
O -0.37 -3.90 -0.30 -0.80
P 0.04 -2.41 0.05 1.82
O 1.23 -2.61 1.10 -0.83
C 1.01 -2.61 2.53 -0.05
C 1.45 -3.94 3.11 -0.63
O 0.87 -2.08 -1.29 -0.84
C 2.20 -2.57 -1.62 -0.06
C 2.16 -4.00 -2.12 -0.64
H -2.72 -5.68 1.36 0.23
H -1.76 -4.35 2.04 0.20
H -0.96 -5.82 1.45 0.22
H -2.45 -3.78 -0.28 0.19
H -1.73 -5.28 -0.88 0.21
H -0.05 -2.42 2.74 0.17
H 1.59 -1.79 2.93 0.20
H 0.88 -4.76 2.67 0.21
H 1.30 -3.93 4.19 0.22
H 2.51 -4.10 2.90 0.22
H 2.83 -2.47 -0.74 0.20
H 2.56 -1.89 -2.39 0.20
H 1.90 -4.68 -1.31 0.22
H 3.15 -4.27 -2.51 0.23
H 1.43 -4.09 -2.91 0.22
```

Properties
- HOMO level (eV) = -10.734
- LUMO (hartree) = -0.150
- total charge = +1
- M (g mol⁻¹) = 727.6
- energy above the lowest of the compared OMol25 structures with the same formula, charge and spin (kJ/mol) = 256.5

Which value of M does entry 2 give?
608.5 g mol⁻¹

The highest M belongs to which entry?
C17H32F15N3O11S

The highest energy above the lowest of the compared OMol25 structures with the same formula, charge and spin belongs to which entry?
C17H32Cl12NO

M of number 2 (C17H32Cl2O2P2Pb)?
608.5 g mol⁻¹